1.
DFT (the ωB97M-V functional and the def2-TZVPD basis) results for a structure of composition CH2NOS3 in a non-equilibrium geometry.

multiplicity	1
total charge	-1

Cartesian coordinates (Å):
1 C 0.1300 0.3425 -0.0981
2 N 1.1082 -0.4930 -0.1947
3 O -2.0566 -1.5603 -0.2937
4 S 2.6935 0.0362 -0.1259
5 S 0.0828 2.0658 0.0268
6 S -1.6423 0.0450 -0.1004
7 H 2.5953 1.2800 0.5052
8 H -2.9109 -1.7161 0.2807

Results of the Mulliken charge analysis, in e, for atoms 1 through 5:
1. C 0.338
2. N -0.439
3. O -0.497
4. S -0.216
5. S -0.561

=====

2.
DFT (the ωB97M-V functional and the def2-TZVPD basis) results for the ion C36H54N11O6 with charge +1 in a non-equilibrium geometry.

multiplicity	1
total charge	+1

Cartesian coordinates (Å):
1 C -1.7742 -4.1361 1.7723
2 C -2.8049 -3.6412 1.4191
3 C -4.0360 -2.9679 1.0481
4 O -3.8697 -1.5706 1.2735
5 C -5.0731 -0.8349 1.3677
6 H -5.4959 -0.6638 0.3686
7 C -4.7465 0.4956 2.0372
8 H -5.6674 1.0783 2.1724
9 O -3.8406 1.1858 1.2027
10 C -3.3596 2.4115 1.7074
11 C -2.2121 2.2358 2.7031
12 O -1.1000 1.6903 2.0173
13 C 0.0399 1.4773 2.8379
14 C -0.0260 0.1511 3.6177
15 N -0.2758 -0.9513 2.7211
16 C 0.6834 -1.3971 1.8783
17 N 0.2513 -1.9634 0.7371
18 C 1.2281 -2.4920 -0.0382
19 N 0.8907 -3.2056 -1.1105
20 C 1.8766 -3.6989 -2.0493
21 H 2.8676 -3.5000 -1.6481
22 H 1.7456 -3.1644 -2.9958
23 C 1.6639 -5.2004 -2.2600
24 H 2.3158 -5.5708 -3.0514
25 O 0.3452 -5.4751 -2.6729
26 C -0.5850 -5.0273 -1.7228
27 H -1.5719 -5.2759 -2.1159
28 C -0.4670 -3.5132 -1.4917
29 H -1.1472 -3.2098 -0.6974
30 H -0.6900 -2.9893 -2.4281
31 H -0.4362 -5.5522 -0.7662
32 H 1.8832 -5.7388 -1.3250
33 N 2.5272 -2.3235 0.2097
34 C 2.8385 -1.7033 1.3436
35 N 1.9473 -1.2596 2.2372
36 N 4.1502 -1.5713 1.6405
37 H -0.9678 -1.1046 0.2590
38 C 5.1358 -1.6256 0.5859
39 H 5.9540 -2.2870 0.8834
40 H 4.6458 -2.0343 -0.2978
41 C 5.6666 -0.1874 0.3329
42 N 4.7186 0.7530 0.8921
43 C 3.5610 1.1506 0.3167
44 O 2.6651 1.6602 0.9686
45 C 3.4271 1.0443 -1.2060
46 N 2.1260 0.5253 -1.5235
47 C 0.9242 0.8693 -1.0214
48 C 0.0374 0.0485 -1.6884
49 N 0.7442 -0.7153 -2.5456
50 N 1.9843 -0.4228 -2.4402
51 C -1.4379 -0.0591 -1.5040
52 N -1.6744 -0.3256 -0.0591
53 H -1.4869 0.5216 0.5068
54 H -2.6380 -0.6195 0.1681
55 C -2.1290 1.2146 -1.9863
56 H -1.7748 1.4099 -3.0009
57 H -1.8001 2.0467 -1.3601
58 C -3.6615 1.1643 -2.0070
59 C -4.1852 2.5068 -2.5155
60 H -3.8770 2.6697 -3.5457
61 H -3.8037 3.3256 -1.9102
62 H -5.2709 2.5332 -2.4779
63 C -4.1863 0.0337 -2.8898
64 H -3.7450 0.0878 -3.8822
65 H -3.9702 -0.9465 -2.4699
66 H -5.2649 0.1178 -2.9973
67 H -4.0253 1.0219 -0.9867
68 H -1.7891 -0.9197 -2.0771
69 H 0.7962 1.6063 -0.2609
70 H 4.1296 0.3354 -1.6461
71 C 3.6406 2.4422 -1.8544
72 C 2.5000 3.3690 -1.5497
73 C 2.5099 4.1780 -0.4216
74 C 1.4043 4.9371 -0.0869
75 C 0.2634 4.8976 -0.8798
76 C 0.2604 4.1254 -2.0375
77 C 1.3699 3.3720 -2.3632
78 H 1.3586 2.7795 -3.2670
79 H -0.6158 4.1318 -2.6657
80 O -0.8670 5.5836 -0.5623
81 H -0.7012 6.1629 0.1913
82 H 1.4242 5.5598 0.7971
83 H 3.3857 4.2134 0.2082
84 H 4.5822 2.8470 -1.4805
85 H 3.7242 2.2962 -2.9329
86 C 4.7376 0.6937 2.3458
87 H 5.6851 1.1011 2.7044
88 H 3.9167 1.3089 2.7127
89 C 4.5610 -0.7855 2.7787
90 H 3.7983 -0.8764 3.5494
91 H 5.5035 -1.1992 3.1451
92 H 6.6120 -0.0317 0.8584
93 H 5.8452 -0.0078 -0.7248
94 H -1.2274 -1.0877 2.4148
95 H -0.8149 0.1665 4.3713
96 H 0.9349 -0.0110 4.1058
97 H 0.8939 1.4489 2.1584
98 H 0.1700 2.3153 3.5310
99 H -2.5180 1.5779 3.5265
100 H -1.9493 3.2146 3.1251
101 H -2.9940 2.9610 0.8365
102 H -4.1671 2.9827 2.1799
103 H -4.3035 0.2992 3.0216
104 H -5.8098 -1.3712 1.9777
105 H -4.8556 -3.3567 1.6686
106 H -4.2770 -3.1624 -0.0086
107 H -0.8844 -4.6035 2.0728

Results of the Mulliken charge analysis, in e, for atoms 1 through 5:
1. C 0.097
2. C -0.275
3. C -1.031
4. O -0.326
5. C -0.830

=====

3.
DFT (the ωB97M-V functional and the def2-TZVPD basis) results for a structure of composition C26H26I2N5O2OsS2 in a non-equilibrium geometry.

multiplicity	1
total charge	+1

Cartesian coordinates (Å):
1 Os 0.2021 -1.1698 -0.8186
2 I -2.0258 -1.4447 6.4839
3 C -1.0938 -1.2488 4.6343
4 C 0.1377 -0.6164 4.5400
5 C 0.7331 -0.4872 3.3009
6 I 2.5885 0.4467 3.1600
7 C 0.1150 -0.9382 2.1264
8 O 0.7994 -0.7789 0.9834
9 C -1.1437 -1.5507 2.2341
10 C -2.0417 -1.9021 1.0759
11 N -1.3667 -2.4220 -0.1396
12 C -2.2975 -2.4815 -1.2948
13 C -1.5121 -2.8212 -2.5212
14 C -1.8973 -3.7572 -3.4587
15 C -1.0697 -3.9904 -4.5482
16 C 0.1158 -3.2840 -4.6584
17 C 0.4464 -2.3742 -3.6722
18 N -0.3547 -2.1481 -2.6260
19 C -1.7124 -1.7222 3.4948
20 H 0.6323 -0.2334 5.4213
21 H -2.5804 -1.0178 0.7533
22 H -2.7679 -2.6437 1.4171
23 H -1.0052 -3.3559 0.0568
24 H -2.7289 -1.4829 -1.3860
25 H -3.1030 -3.2018 -1.1386
26 H -2.8275 -4.2944 -3.3367
27 H -1.3436 -4.7265 -5.2915
28 H 0.7927 -3.4434 -5.4847
29 H 1.3685 -1.8106 -3.7023
30 H -2.6768 -2.2081 3.5776
31 C 3.1572 3.4905 0.2128
32 C 2.2249 3.7871 -0.9509
33 N 1.8831 2.5752 -1.7218
34 C 2.7814 2.2033 -2.8296
35 C 3.7667 1.0996 -2.4588
36 C 0.8514 1.8418 -1.3462
37 S 0.3552 0.5239 -2.4372
38 N 0.1956 2.1958 -0.2492
39 C -0.8142 1.4845 0.2312
40 O -1.2431 0.3761 -0.2359
41 C -1.4876 2.0379 1.4270
42 C -0.8080 2.9417 2.2418
43 C -1.3784 3.3700 3.4294
44 C -2.6379 2.9189 3.7981
45 C -3.3334 2.0423 2.9735
46 C -2.7579 1.5982 1.7971
47 H 3.3809 4.4141 0.7462
48 H 4.0999 3.0623 -0.1285
49 H 2.6894 2.7907 0.9050
50 H 2.6809 4.4850 -1.6511
51 H 1.2948 4.2165 -0.5895
52 H 3.3259 3.1064 -3.0954
53 H 2.1861 1.9200 -3.6952
54 H 4.5045 1.4517 -1.7397
55 H 4.2958 0.7725 -3.3539
56 H 3.2586 0.2379 -2.0271
57 H 0.1774 3.2769 1.9515
58 H -0.8349 4.0521 4.0693
59 H -3.0820 3.2502 4.7275
60 H -4.3238 1.7084 3.2534
61 H -3.3024 0.9225 1.1514
62 S 2.8917 -4.8783 -1.5768
63 C 2.1007 -3.5752 -1.1665
64 N 1.5186 -2.5914 -0.8442

Results of the Mulliken charge analysis, in e, for atoms 1 through 5:
1. Os 1.595
2. I 0.123
3. C -0.520
4. C -0.258
5. C 0.019

=====

4.
DFT (the ωB97M-V functional and the def2-TZVPD basis) results for the ion C6H10NO with charge +1.

SMILES string	C=[NH+]/C=C/CCC=O
multiplicity	1
total charge	+1

Cartesian coordinates (Å):
1 C -1.8356 2.5185 -1.8488
2 N -1.2415 1.8169 -0.9694
3 C -0.7739 0.4848 -1.1530
4 C -0.0517 -0.0427 -0.1756
5 C 0.6006 -1.3844 -0.1070
6 C 1.6082 -1.4775 1.0552
7 C 1.0083 -1.2269 2.4279
8 O 0.4612 -0.1829 2.6815
9 H -1.9236 2.2025 -2.8762
10 H -2.3076 3.4675 -1.6180
11 H -1.2153 2.2191 -0.0365
12 H -1.1324 -0.0236 -2.0153
13 H 0.1665 0.6053 0.6672
14 H -0.1083 -2.2174 -0.1166
15 H 1.1979 -1.5311 -1.0115
16 H 2.0692 -2.4545 1.0390
17 H 2.3861 -0.7345 0.8877
18 H 1.0919 -2.0391 3.1692

Results of the Mulliken charge analysis, in e, for atoms 1 through 5:
1. C -0.118
2. N 0.008
3. C -0.114
4. C -0.362
5. C -0.672

=====

| no. | E (eV) |
| --- | --- |
| 1 | -37112.97882 |
| 2 | -66878.81301 |
| 3 | -79264.29852 |
| 4 | -9913.32758 |